19
Properties=species:S:1:pos:R:3 method="wB97M-V/def2-TZVPD" homo_ev=-3.61 charge=-1 orbital_gap_ev=7.580
C 0.1962 1.7108 0.6671
H -0.8984 -1.4972 0.9906
O -0.1345 -1.9670 -2.6057
H 0.5707 2.7457 0.5154
H 0.0671 -2.8459 -2.3644
N 0.5782 0.9146 -0.4430
H -0.1454 0.6625 -1.1155
O 0.9754 -1.4270 -0.3638
H -0.6421 -2.7729 0.5005
H -1.8810 2.0323 0.0870
H -1.3997 2.4810 1.8571
H 2.1354 0.0239 0.6010
H 0.6815 1.3696 1.5927
H 2.3545 -0.0724 -1.0925
C -1.3065 1.8221 0.9938
H 0.3491 -1.4688 -1.8599
H -1.7527 0.8740 1.2944
O -1.2798 -2.3676 1.0869
C 1.5321 -0.2175 -0.3419